Entry 1:
C19H7Cl5MnN3O4 as an isolated structure, computed with ωB97M-V with the def2-TZVPD basis set.

Element x y z (Å)
1 Mn -10.9513 -4.0235 9.5986
2 O -14.3223 -5.6578 8.1496
3 C -13.2554 -5.4166 8.6719
4 O -12.6195 -4.2534 8.6962
5 C -12.4509 -6.4928 9.4019
6 C -12.8535 -7.7956 9.7862
7 C -11.9323 -8.5528 10.5530
8 C -10.7303 -8.0066 10.9776
9 C -10.3849 -6.7226 10.5632
10 N -11.2742 -6.0387 9.7946
11 C -9.2168 -5.9161 11.0105
12 O -8.2776 -6.3905 11.6826
13 O -9.2411 -4.6399 10.6532
14 H -13.7646 -8.2589 9.4568
15 H -12.2744 -9.5450 10.9727
16 H -9.9453 -8.5414 11.4852
17 Cl -11.8073 -0.5615 8.8628
18 C -10.3496 -1.1771 8.2498
19 C -10.0601 -2.5804 8.3143
20 C -9.0614 -3.0046 7.4673
21 Cl -8.9028 -4.7076 7.0466
22 C -8.1206 -2.1610 6.8510
23 Cl -6.7374 -2.7517 6.0355
24 C -8.3929 -0.7591 6.9214
25 Cl -7.3567 0.2459 6.0098
26 C -9.5290 -0.2687 7.6128
27 Cl -9.8024 1.4248 7.6390
28 N -13.9485 -0.8650 15.7539
29 C -13.6335 -1.4074 14.7668
30 C -13.0340 -1.9776 13.6204
31 C -11.8388 -2.7014 13.7544
32 C -11.2594 -3.2148 12.5799
33 N -11.8449 -3.1236 11.3983
34 C -13.1438 -2.6251 11.3001
35 C -13.7120 -1.9937 12.3808
36 H -11.3452 -2.8548 14.6729
37 H -10.2592 -3.6213 12.5553
38 H -13.5531 -2.5985 10.3075
39 H -14.7114 -1.5709 12.3618

Properties
LUMO (alpha / beta) = 0.046 / 0.044 Ha
maximum force = 0.0787 Eh/bohr
multiplicity = 6
total charge = -1

These are the Löwdin partial charges, in e, on atoms 1 to 6: number 1, Mn, carries 0.76; number 2, O, carries 0.05; number 3, C, carries -0.55; number 4, O, carries -0.18; number 5, C, carries -0.15; number 6, C, carries 0.02

=====

Entry 2:
C6H17F2N3NiO10S2 as an isolated structure, computed with ωB97M-V with the def2-TZVPD basis set.

Element x y z (Å)
1 Ni -0.4953 0.2906 -0.2759
2 N 0.7963 0.2319 -1.7040
3 S 2.1259 -0.6111 -1.9640
4 O 3.3801 0.0431 -1.6896
5 O 2.0276 -1.7128 -2.8886
6 F 1.9952 -1.4138 -0.5468
7 S 1.0207 1.1266 -3.1577
8 O 0.9862 0.3967 -4.3891
9 O 1.7772 2.3259 -3.0112
10 F -0.4544 1.7994 -3.0975
11 O -2.1881 0.5615 0.4683
12 H -3.1031 0.5121 0.7018
13 C 2.3965 1.5586 2.9134
14 N 1.0922 1.7200 2.1963
15 O 0.4703 2.7206 2.4585
16 O 0.6931 0.8508 1.4444
17 H 3.1109 2.2359 2.4511
18 H 2.7503 0.5382 2.8192
19 H 2.1392 1.9037 3.9093
20 C -1.3523 4.6305 0.4948
21 N -0.4133 3.9363 -0.4392
22 O -0.5817 2.7387 -0.5495
23 O 0.3407 4.6010 -1.1009
24 H -1.7329 3.9191 1.2166
25 H -2.1365 5.0155 -0.1548
26 H -0.8198 5.4774 0.9174
27 C -0.0246 -3.8323 -1.2483
28 C -0.9321 -2.6305 -1.0197
29 O -0.6157 -1.8204 0.1028
30 C -0.6721 -2.4021 1.4114
31 C -2.0422 -2.9428 1.7554
32 H -0.1285 -4.2751 -2.2390
33 H 1.0326 -3.5647 -1.2508
34 H -0.2352 -4.5809 -0.4824
35 H -0.8987 -2.0462 -1.9404
36 H -1.9710 -2.9582 -0.9434
37 H -0.0056 -3.2673 1.3268
38 H -0.2527 -1.7202 2.1460
39 H -1.9995 -3.4444 2.7203
40 H -2.2573 -3.7166 1.0145
41 H -2.8225 -2.1946 1.6246

Properties
LUMO (alpha / beta) = -0.036 / -0.040 Ha
maximum force = 0.1432 Eh/bohr
multiplicity = 3

These are the Löwdin partial charges, in e, on atoms 1 to 6: number 1, Ni, carries 0.72; number 2, N, carries -0.33; number 3, S, carries 0.50; number 4, O, carries -0.24; number 5, O, carries -0.25; number 6, F, carries -0.22

=====

Entry 3:
One molecule with the formula C24H29N3O4, computed with ωB97M-V with the def2-TZVPD basis set.

Element x y z (Å)
1 C -8.7006 -2.2826 0.3805
2 C -7.4574 -1.8837 -0.4031
3 C -6.2418 -2.7046 0.0331
4 O -5.0785 -2.3948 -0.7067
5 C -4.3818 -1.2607 -0.4329
6 C -4.6485 -0.3667 0.5992
7 C -3.8519 0.7494 0.7794
8 C -2.7717 0.9948 -0.0570
9 C -2.4934 0.0949 -1.0832
10 C -3.2911 -1.0118 -1.2696
11 H -3.0829 -1.7147 -2.0604
12 H -1.6464 0.2481 -1.7349
13 N -1.9547 2.1274 0.1468
14 C -1.5856 2.5989 1.3700
15 O -1.8476 2.0936 2.4367
16 C -0.7510 3.8529 1.1505
17 H 0.1203 3.8570 1.8046
18 C -0.4007 3.8372 -0.3392
19 H -0.3926 4.8376 -0.7746
20 C 0.9853 3.2369 -0.6069
21 O 1.8359 3.8562 -1.2089
22 N 1.1222 1.9783 -0.1250
23 C 2.2246 1.1154 -0.2100
24 C 2.1008 -0.1532 0.3517
25 C 3.1435 -1.0506 0.3024
26 C 4.3635 -0.7172 -0.3010
27 C 4.4670 0.5563 -0.8692
28 C 3.4197 1.4558 -0.8296
29 H 3.5321 2.4314 -1.2716
30 H 5.3799 0.8736 -1.3473
31 N 5.3707 -1.6702 -0.3839
32 C 6.5674 -1.4232 -1.1621
33 H 6.3311 -0.8328 -2.0458
34 C 7.6519 -0.7474 -0.3130
35 O 7.9569 -1.5374 0.8170
36 C 6.8057 -1.7741 1.5959
37 C 5.7059 -2.4699 0.7794
38 H 4.8337 -2.6259 1.4099
39 H 6.0740 -3.4413 0.4319
40 H 7.1274 -2.4009 2.4291
41 H 6.4141 -0.8207 1.9864
42 H 8.5832 -0.6453 -0.8723
43 H 7.3090 0.2471 0.0113
44 H 6.9440 -2.3991 -1.4902
45 H 2.9980 -2.0340 0.7214
46 H 1.1719 -0.4410 0.8257
47 H 0.3364 1.5808 0.3723
48 C -1.5102 2.9674 -0.9500
49 H -1.1471 2.3712 -1.7892
50 H -2.3457 3.5835 -1.3064
51 H -1.3647 4.7186 1.4081
52 H -4.0652 1.4301 1.5873
53 H -5.4734 -0.5215 1.2759
54 H -6.0622 -2.5907 1.1094
55 H -6.4214 -3.7640 -0.1723
56 H -7.2520 -0.8212 -0.2589
57 H -7.6193 -2.0468 -1.4704
58 H -8.9266 -3.3355 0.2291
59 H -9.5561 -1.6967 0.0550
60 H -8.5540 -2.1139 1.4453

Properties
LUMO = 0.026 Ha
energy above the lowest of the compared OMol25 structures with the same formula, charge and spin = 176.1 kJ/mol
maximum force = 0.0136 Eh/bohr

These are the Löwdin partial charges, in e, on atoms 1 to 6: number 1, C, carries -0.11; number 2, C, carries -0.23; number 3, C, carries -0.21; number 4, O, carries -0.04; number 5, C, carries -0.27; number 6, C, carries -0.01

=====

Entry 4:
C29H43BiN3O7P2 as an isolated structure, computed with ωB97M-V with the def2-TZVPD basis set.

Element x y z (Å)
1 Bi 1.9022 -0.8982 1.3804
2 C -1.7064 -1.1593 2.5335
3 C -1.3529 -2.2185 1.6525
4 C 0.4268 -1.8654 3.1083
5 C -0.6429 -0.9193 3.4078
6 C -0.0613 -2.6609 1.9762
7 C -3.0642 -0.5779 2.6883
8 H -3.6538 -0.7129 1.7780
9 H -3.0373 0.4937 2.9225
10 H -3.6074 -1.0728 3.5075
11 C -0.6556 -0.0263 4.5840
12 H -1.6678 0.3525 4.7688
13 H -0.0004 0.8438 4.4305
14 H -0.3149 -0.5272 5.5014
15 C 1.3168 -2.4474 4.1469
16 H 0.7128 -2.8733 4.9728
17 H 1.9773 -1.7082 4.6054
18 H 1.9569 -3.2563 3.7787
19 C 0.5664 -3.9368 1.5394
20 H 0.1931 -4.7827 2.1424
21 H 1.6576 -3.9194 1.6476
22 H 0.3282 -4.1569 0.4892
23 C -2.2353 -2.9056 0.6814
24 H -2.0790 -3.9958 0.6960
25 H -2.0211 -2.5577 -0.3395
26 H -3.2938 -2.7081 0.8877
27 C -2.1434 1.4062 -0.5197
28 C -3.3414 0.7890 -0.5278
29 C -3.8635 -0.3154 -1.4237
30 C -3.0015 -0.6175 -2.6732
31 C -1.7085 -1.2912 -2.4195
32 C -0.4978 -0.6945 -2.5331
33 C -0.0680 0.4756 -1.6629
34 C -1.1542 1.5715 -1.6275
35 H -4.8579 0.0433 -1.7492
36 H -2.8364 0.3224 -3.2199
37 H -4.0619 -1.2717 -0.8894
38 H -1.6764 1.6409 -2.6079
39 H -1.8130 1.8976 0.4073
40 H -4.0799 1.1282 0.2141
41 H -0.6541 2.5493 -1.4978
42 H 0.1462 0.1090 -0.6298
43 H 0.3397 -1.3014 -2.9727
44 H 0.8994 0.9135 -2.0041
45 H -3.6073 -1.2583 -3.3497
46 H -1.7523 -2.3741 -2.2342
47 P -0.6159 1.0863 -4.5720
48 C -0.7393 2.7869 -5.2565
49 C -1.7131 0.2191 -5.7781
50 P 1.8798 -0.8518 -4.5393
51 C 1.0657 0.6684 -5.1968
52 C 0.9667 -2.1332 -5.5269
53 C 3.4353 -0.7239 -5.5091
54 H 0.1652 3.3475 -4.9910
55 H -1.6148 3.2954 -4.8315
56 H -0.8369 2.7418 -6.3481
57 H -1.5517 0.6447 -6.7757
58 H -2.7583 0.3873 -5.4891
59 H -1.5210 -0.8593 -5.7960
60 H 3.2269 -0.4861 -6.5605
61 H 3.9765 -1.6749 -5.4334
62 H 4.0433 0.0747 -5.0629
63 H 1.7041 1.5190 -4.8980
64 H 1.0330 0.6280 -6.2976
65 H 1.6259 -3.0074 -5.5872
66 H 0.7289 -1.7956 -6.5458
67 H 0.0423 -2.4468 -5.0204
68 O 3.4911 5.8262 4.7144
69 N 3.4077 4.8489 5.4784
70 O 3.8354 4.8714 6.6489
71 C 2.8347 3.6213 4.9704
72 C 2.3917 3.5471 3.6461
73 C 2.2176 2.2863 3.0810
74 C 2.6668 1.0977 3.7830
75 O 2.8823 -0.0583 3.2061
76 C 2.8081 1.2627 5.1941
77 C 2.8619 2.5078 5.8040
78 N 2.6483 0.1081 6.1442
79 O 1.8317 0.2933 7.0693
80 O 3.2884 -0.9514 5.9956
81 N 1.4102 2.2751 1.9119
82 O 0.9411 3.3196 1.4758
83 O 0.9757 1.1283 1.3731
84 H 2.1123 4.4325 3.0695
85 H 2.9408 2.6376 6.8829

Properties
LUMO = -0.207 Ha
energy above the lowest of the compared OMol25 structures with the same formula, charge and spin = 282.0 kJ/mol
maximum force = 0.0633 Eh/bohr
total charge = +1

These are the Löwdin partial charges, in e, on atoms 1 to 6: number 1, Bi, carries 1.97; number 2, C, carries -0.17; number 3, C, carries -0.19; number 4, C, carries -0.43; number 5, C, carries -0.23; number 6, C, carries -0.39